(one)
Density functional theory data (wB97M-V/def2-TZVPD) for a structure of composition C3H12N2O2.

HOMO level = -0.316 hartree
Gap between HOMO and LUMO = 9.3 eV

Structure (ORCA input):
```
! wB97M-V def2-TZVPD RIJCOSX def2/J DEFGRID3
* xyz 0 1
C 0.9170 0.3897 0.0611
C 0.2303 -0.7511 -1.2702
C 2.4077 0.5093 -0.2511
O 0.2826 1.6547 -0.1875
O -1.0032 -0.3710 -1.5834
H -0.2501 1.5609 -0.9915
H -1.7069 -0.1579 -0.5703
H 0.8928 0.3114 1.1614
H 0.9251 -0.6148 -2.1054
H 0.3017 -1.7455 -0.8133
H 2.8593 1.3304 0.3076
H 2.9096 -0.4166 0.0311
H 2.5758 0.6950 -1.3116
N -1.4654 -1.0130 1.5183
N -2.3153 -0.1896 0.6812
H -3.2772 -0.5218 0.7154
H -1.6623 -0.8084 2.4983
H -0.4311 -0.6696 1.2101
H -2.1905 0.8080 0.8997
*
```

(two)
Density functional theory data (wB97M-V/def2-TZVPD) for a cluster of 2 separate species, C3H12N2O2 in total.

HOMO level = -0.324 hartree
Gap between HOMO and LUMO = 9.3 eV
SMILES = NCNCCO.O

Structure (ORCA input):
```
! wB97M-V def2-TZVPD RIJCOSX def2/J DEFGRID3
* xyz 0 1
N -1.4305 -0.0212 1.8782
C -1.9714 -0.5301 0.6023
N -2.0106 0.4544 -0.5205
C -0.5947 0.8829 -0.9467
C 0.7004 1.0869 -0.1729
O 1.3570 0.1423 0.6028
H -1.8465 -0.5208 2.6424
H -0.3762 0.0180 1.7713
H -1.3358 -1.2938 0.1700
H -2.9950 -0.9281 0.7356
H -2.3319 1.2664 0.0143
H -0.3570 0.0424 -1.7137
H -0.7062 1.7369 -1.6345
H 1.5017 1.4717 -0.8668
H 0.5413 1.8461 0.6615
H 1.6655 -0.5591 -0.0346
O 2.9848 -1.5553 -1.2534
H 3.1033 -2.4771 -1.3722
H 3.6847 -0.9684 -1.5680
*
```

(three)
Density functional theory data (wB97M-V/def2-TZVPD) for a cluster of 2 separate species, C3H12N2O2 in total.

HOMO level = -0.342 hartree
Gap between HOMO and LUMO = 10.1 eV
SMILES = NCNCCO.O

Structure (ORCA input):
```
! wB97M-V def2-TZVPD RIJCOSX def2/J DEFGRID3
* xyz 0 1
N -1.1651 0.8652 -0.1288
C -1.4569 -0.4199 0.5271
N -0.5254 -0.8691 1.5061
C 0.8231 -1.3483 1.2243
C 1.8204 -0.4648 0.5001
O 1.5369 -0.3112 -0.8847
H -1.7900 1.0536 -0.8987
H -0.1811 0.9554 -0.3163
H -1.6211 -1.2757 -0.1480
H -2.4255 -0.2688 1.0044
H -0.5373 -0.2722 2.3256
H 0.7854 -2.2784 0.6506
H 1.2200 -1.5967 2.2125
H 2.8269 -0.8972 0.4914
H 1.9711 0.4780 1.0121
H 0.6293 -0.5812 -1.0942
O -0.6937 2.3783 -3.0407
H -1.2524 2.0267 -2.3453
H 0.0353 2.8264 -2.5977
*
```

(four)
Density functional theory data (wB97M-V/def2-TZVPD) for a cluster of 2 separate species, C3H12N2O2 in total.

HOMO level = -0.327 hartree
Gap between HOMO and LUMO = 9.6 eV
SMILES = NCCNCO.O

Structure (ORCA input):
```
! wB97M-V def2-TZVPD RIJCOSX def2/J DEFGRID3
* xyz 0 1
N 0.0671 -2.7136 -0.7780
C 0.2704 -1.7972 0.4008
C 1.0804 -0.5725 0.0671
N 0.2790 0.6096 -0.2090
C 0.5589 1.3728 -1.3876
O 0.0227 2.6613 -1.2909
H 0.5344 -3.5817 -0.5587
H -0.9190 -2.9634 -0.7825
H 0.7907 -2.3940 1.1590
H -0.6919 -1.5780 0.8612
H 1.7542 -0.3516 0.8811
H 1.7587 -0.7478 -0.7782
H -0.7100 0.4162 -0.1757
H 1.6414 1.4563 -1.4932
H 0.1909 0.8844 -2.3031
H -0.8702 2.6531 -1.6530
O -1.8779 0.5542 2.8776
H -1.5091 0.7287 2.0028
H -1.1748 0.0874 3.3500
*
```

Energetically preferred structure: (four) | next structure: +0.0023 hartree

(one)
Density functional theory data (wB97M-V/def2-TZVPD) for a cluster of 3 separate species, C3H12N2O2 in total.

HOMO level = -0.282 hartree
Gap between HOMO and LUMO = 8.1 eV
SMILES = C/C(N)=C/N.O.O

Structure (ORCA input):
```
! wB97M-V def2-TZVPD RIJCOSX def2/J DEFGRID3
* xyz 0 1
C -0.2770 -2.3404 0.7998
C 0.4714 -1.1035 0.6373
N 0.9807 -0.5476 -0.6664
C 0.7526 -0.4126 1.8250
N 0.8802 1.0965 1.7078
H 0.4867 -3.1236 0.9683
H -0.8799 -2.5419 -0.0980
H -0.9859 -2.2374 1.6435
H 0.5310 0.4515 -0.7717
H 0.8368 -1.2350 -1.4807
H 0.4737 -0.9302 2.8559
H 1.8030 1.2542 1.1694
H 1.1224 1.4185 2.6300
O 0.8052 3.4267 -1.0376
H 0.6804 2.9851 -1.8941
H 0.0129 3.2535 -0.4765
O -2.4736 0.5073 -2.9221
H -3.1607 0.3843 -2.2213
H -2.0600 -0.3056 -2.6685
*
```

(two)
Density functional theory data (wB97M-V/def2-TZVPD) for a cluster of 3 separate species, C3H12N2O2 in total.

HOMO level = -0.321 hartree
Gap between HOMO and LUMO = 9.5 eV
SMILES = [H]/N=C/NCC.O.O

Structure (ORCA input):
```
! wB97M-V def2-TZVPD RIJCOSX def2/J DEFGRID3
* xyz 0 1
H -0.0232 0.2637 3.7697
N 0.3959 0.0962 2.8661
C -0.5241 -0.0072 1.9869
N -0.2960 -0.1903 0.6628
C -1.3137 -0.1053 -0.3707
C -1.0727 -1.1197 -1.4467
H -1.5935 0.0012 2.2115
H 0.5642 -0.6583 0.4146
H -1.3203 0.8862 -0.7777
H -2.3075 -0.2987 0.0582
H -0.2527 -0.8068 -2.0856
H -1.9549 -1.1361 -2.0803
H -0.9596 -2.0858 -0.9621
O 2.6675 -0.1602 0.6168
H 3.1377 -0.6684 1.2910
H 2.1988 0.4705 1.1879
O 0.4945 1.8064 -2.5067
H 1.2083 1.4083 -3.0148
H 0.9513 2.3043 -1.8209
*
```

(three)
Density functional theory data (wB97M-V/def2-TZVPD) for a cluster of 3 separate species, C3H12N2O2 in total.

HOMO level = -0.332 hartree
Gap between HOMO and LUMO = 9.7 eV
SMILES = NC(N)=O.CO.C

Structure (ORCA input):
```
! wB97M-V def2-TZVPD RIJCOSX def2/J DEFGRID3
* xyz 0 1
N 1.1026 -1.1420 -1.3375
C 0.8830 0.2041 -1.4154
N 0.3024 0.6778 -2.5507
O 1.3112 0.9766 -0.5282
H 1.2315 -1.4768 -0.3924
H 0.5235 -1.7421 -1.9018
H 0.1906 1.6756 -2.6112
H 0.0876 0.0495 -3.3064
C 0.4042 0.1846 2.7713
O 0.6301 -0.3728 1.4969
H -0.3506 0.9803 2.7252
H 1.3252 0.5925 3.2032
H 0.0244 -0.5994 3.4245
H 1.0514 0.3477 0.7432
C -1.7349 -0.1046 -0.1198
H -1.6034 0.9468 -0.3608
H -1.9925 -0.6444 -1.0279
H -2.5861 -0.1548 0.5592
H -0.8001 -0.3985 0.6285
*
```

Energetically preferred structure: (two) | next structure: +0.0046 hartree

(one)
Density functional theory data (wB97M-V/def2-TZVPD) for a cluster of 2 separate species, C3H12N2O2 in total.

HOMO level = -0.330 hartree
Gap between HOMO and LUMO = 9.8 eV
SMILES = NCCNCO.O

Structure (ORCA input):
```
! wB97M-V def2-TZVPD RIJCOSX def2/J DEFGRID3
* xyz 0 1
N 0.2502 2.7695 -0.8717
C 0.0655 1.5808 -1.6827
C 0.6333 0.3353 -0.9508
N -0.3875 -0.4824 -0.2828
C -1.0101 0.0207 0.9149
O -0.8061 -0.8042 2.0509
H -0.4801 2.9671 -0.2087
H 0.4405 3.5987 -1.4056
H 0.7440 1.6817 -2.5221
H -0.9150 1.2966 -2.0711
H 1.0990 -0.3609 -1.6495
H 1.3584 0.6234 -0.1973
H -0.9273 -1.0584 -0.9161
H -0.5762 0.9887 1.1211
H -2.0954 -0.0078 0.7686
H -1.0487 -1.7325 1.9839
O 1.2542 -2.9460 0.6331
H 0.5201 -2.3274 0.4616
H 1.4044 -2.6743 1.5589
*
```

(two)
Density functional theory data (wB97M-V/def2-TZVPD) for a cluster of 3 separate species, C3H12N2O2 in total.

HOMO level = -0.299 hartree
Gap between HOMO and LUMO = 8.9 eV
SMILES = CC/N=C\N.O.O

Structure (ORCA input):
```
! wB97M-V def2-TZVPD RIJCOSX def2/J DEFGRID3
* xyz 0 1
C 2.0450 0.1835 2.0708
C 0.8557 0.0885 1.1370
N 1.2859 0.5098 -0.2136
C 0.7702 0.1895 -1.3387
N -0.5341 0.1047 -1.6714
H 2.6895 -0.6910 2.0398
H 2.6160 1.0998 2.0386
H 1.5944 0.0460 3.0596
H 0.4804 -0.9318 1.0585
H 0.0822 0.7700 1.4835
H 1.4730 -0.3323 -1.9978
H -1.2173 0.3870 -0.9901
H -0.8110 -0.0305 -2.6300
O -5.3319 -3.7719 -1.1821
H -6.0019 -4.3803 -0.8485
H -5.7863 -3.1327 -1.7374
O 1.6724 3.5091 0.1386
H 1.5507 2.6407 -0.2798
H 2.5668 3.7419 -0.1370
*
```

Energetically preferred structure: (one) | next structure: +0.0161 hartree

(one)
Density functional theory data (wB97M-V/def2-TZVPD) for an isolated molecule of C6H13N.

HOMO level = -0.339 hartree
Gap between HOMO and LUMO = 10.3 eV
SMILES = CCC/C(C)=N/C

Structure (ORCA input):
```
! wB97M-V def2-TZVPD RIJCOSX def2/J DEFGRID3
* xyz 0 1
C -2.6739 -0.7030 -1.3067
C -1.2610 -0.6909 -0.7282
C -0.8236 0.6639 -0.1540
C 0.5847 0.5269 0.3811
C 0.7269 -0.0443 1.7829
N 1.5364 0.8132 -0.4115
C 2.9113 0.5774 -0.0265
H -2.7120 -0.1859 -2.2716
H -3.0209 -1.7297 -1.4654
H -3.3877 -0.2117 -0.6353
H -1.1765 -1.4537 0.0584
H -0.5395 -0.9689 -1.5060
H -0.8334 1.4278 -0.9381
H -1.5168 0.9745 0.6401
H -0.2533 -0.2279 2.2317
H 1.2767 -0.9921 1.7795
H 1.2734 0.6459 2.4356
H 3.4333 1.5375 0.0569
H 3.0562 0.0219 0.9106
H 3.3995 0.0194 -0.8335
*
```

(two)
Density functional theory data (wB97M-V/def2-TZVPD) for a cluster of 3 separate species, C6H13N in total.

HOMO level = -0.279 hartree
Gap between HOMO and LUMO = 8.8 eV

Structure (ORCA input):
```
! wB97M-V def2-TZVPD RIJCOSX def2/J DEFGRID3
* xyz 0 1
C -0.5034 -2.3274 -1.9291
C 0.2266 -1.0638 -1.4836
C -0.5224 -0.3372 -0.4081
N 0.1176 0.5170 0.3703
C 1.0804 0.3676 1.3247
C -0.1786 1.0856 1.6690
C -0.3702 2.5818 1.7456
H -1.5052 -2.0901 -2.3057
H -0.6135 -3.0190 -1.0877
H 0.0420 -2.8378 -2.7287
H 1.2282 -1.3066 -1.1046
H 0.3693 -0.3921 -2.3433
H -0.1205 -1.6172 1.0554
H -1.5965 -0.1917 -0.5141
H 2.1045 0.7183 1.2797
H 0.5340 -1.2319 1.4597
H -0.8969 0.4981 2.2565
H -0.1822 2.9298 2.7668
H 0.3238 3.0977 1.0745
H -1.3944 2.8657 1.4775
*
```

Energetically preferred structure: (one) | next structure: +0.1631 hartree

(one)
Density functional theory data (wB97M-V/def2-TZVPD) for an isolated molecule of C6H13N.

HOMO level = -0.277 hartree
Gap between HOMO and LUMO = 8.6 eV
SMILES = CC/C(C)=C(/C)N

Structure (ORCA input):
```
! wB97M-V def2-TZVPD RIJCOSX def2/J DEFGRID3
* xyz 0 1
C 0.9107 -2.1205 0.7301
C 0.0677 -0.9631 1.2698
C 0.1442 0.2742 0.4073
C 1.5290 0.7770 0.0738
C -0.8946 0.7445 -0.2928
C -0.7480 1.5909 -1.5279
N -2.2197 0.3648 -0.0173
H 0.9185 -2.1188 -0.3512
H 0.5863 -3.0691 1.1430
H 1.9545 -1.9228 0.9860
H -0.9670 -1.2070 1.5053
H 0.4448 -0.6662 2.2579
H 2.1048 0.2433 -0.6861
H 1.4281 1.8075 -0.2814
H 2.0809 0.9016 1.0093
H -0.2900 2.5786 -1.4546
H -0.0978 1.1014 -2.2541
H -1.7030 1.5699 -2.0544
H -2.3760 -0.5969 0.2352
H -2.8734 0.7108 -0.6979
*
```

(two)
Density functional theory data (wB97M-V/def2-TZVPD) for a cluster of 2 separate species, C6H13N in total.

HOMO level = -0.319 hartree
Gap between HOMO and LUMO = 8.8 eV

Structure (ORCA input):
```
! wB97M-V def2-TZVPD RIJCOSX def2/J DEFGRID3
* xyz 0 1
C -0.8193 -3.0666 -0.3879
C -0.3817 -1.9553 0.4910
N 0.9891 1.2490 -0.7495
C 2.0556 2.0205 -0.1545
C -0.0652 0.9687 -0.0966
C -0.3694 1.3434 1.3415
C -1.1039 0.1731 -0.8624
H -0.2694 -3.2864 -1.3136
H -0.6443 -3.9079 0.3114
H -1.8993 -3.0692 -0.5721
H 0.6762 -1.7279 0.2323
H 2.0631 3.0162 -0.6144
H 2.0040 2.1485 0.9355
H 3.0114 1.5483 -0.4059
H -1.2104 0.7624 1.7246
H 0.4858 1.1527 1.9973
H -0.6104 2.4110 1.4203
H -0.6706 -0.7906 -1.1641
H -1.3279 0.6639 -1.8127
H -2.0248 0.0000 -0.3030
*
```

Energetically preferred structure: (one) | next structure: +0.1482 hartree

(one)
Density functional theory data (wB97M-V/def2-TZVPD) for an isolated molecule of C6H13N.

HOMO level = -0.305 hartree
Gap between HOMO and LUMO = 9.4 eV
SMILES = C=CC[C@@H](C)NC

Structure (ORCA input):
```
! wB97M-V def2-TZVPD RIJCOSX def2/J DEFGRID3
* xyz 0 1
C -0.2360 -1.8912 -1.7559
C 0.0893 -0.5378 -2.1269
C -0.0861 0.6859 -1.2563
C 0.2436 0.6260 0.2678
C -0.3556 1.9504 0.8844
N -0.0016 -0.6407 0.9152
C 0.3741 -0.5508 2.3104
H 0.5085 -2.6270 -2.1143
H -1.1666 -2.1390 -1.1921
H 0.8044 -0.4393 -2.9883
H 0.4360 1.6223 -1.5359
H -1.1302 0.8612 -1.0310
H 1.3389 0.8046 0.2919
H 0.3072 2.3943 1.6179
H -0.5544 2.7101 0.0820
H -1.2969 1.8719 1.4568
H -0.9843 -0.8582 0.7125
H 0.9793 0.3314 2.3894
H 1.1137 -1.2795 2.8955
H -0.5195 -0.4628 3.0684
*
```

(two)
Density functional theory data (wB97M-V/def2-TZVPD) for an isolated molecule of C6H13N.

HOMO level = -0.296 hartree
Gap between HOMO and LUMO = 9.0 eV
SMILES = CCC/C=C(/C)N

Structure (ORCA input):
```
! wB97M-V def2-TZVPD RIJCOSX def2/J DEFGRID3
* xyz 0 1
C 1.9467 -1.5769 -0.4266
C 0.4487 -1.5327 -0.9412
C -0.6827 -1.3678 0.1084
C -0.5540 -0.1083 1.0295
C -0.8276 1.1398 0.4607
C -0.3261 2.4499 1.0177
N -1.7118 1.4175 -0.6942
H 1.9886 -2.1291 0.4976
H 2.4283 -0.6298 -0.1343
H 2.6251 -2.0843 -1.1357
H 0.3449 -2.5042 -1.3342
H 0.4248 -0.7919 -1.7441
H -1.5486 -1.3171 -0.5526
H -0.8035 -2.2158 0.8127
H -0.0762 0.0654 2.0163
H 0.0801 3.2067 0.2464
H -1.0519 2.9131 1.6877
H 0.3942 1.9656 1.7225
H -1.5721 2.3298 -1.1572
H -1.5270 0.7701 -1.4793
*
```

(three)
Density functional theory data (wB97M-V/def2-TZVPD) for a cluster of 2 separate species, C6H13N in total.

HOMO level = -0.264 hartree
Gap between HOMO and LUMO = 8.1 eV

Structure (ORCA input):
```
! wB97M-V def2-TZVPD RIJCOSX def2/J DEFGRID3
* xyz 0 1
C 2.7677 -0.2912 0.9164
C 0.2887 -0.8962 -1.2570
C 0.5328 0.5713 -1.5112
N -0.6661 0.1779 -0.7963
C -2.0135 0.7022 -0.8045
C -1.2492 0.5112 0.4783
C -1.5472 -0.6600 1.3738
H 2.5344 0.7198 1.2680
H 3.5943 -0.2374 0.2016
H 3.0669 -0.9079 1.7679
H -0.1508 -1.3517 -2.1534
H 1.9024 -0.7411 0.4118
H 0.3015 1.0599 -2.4622
H 1.2643 1.1166 -0.9090
H -2.8062 0.0004 -1.0496
H -2.1251 1.7077 -1.2032
H -0.8390 1.4049 0.9470
H -2.2702 -0.3827 2.1471
H -1.9574 -1.4869 0.7862
H -0.6285 -1.0168 1.8483
*
```

Energetically preferred structure: (two) | next structure: +0.0584 hartree